Record 1
{"formula": "C7H8AsNO2S6Ta", "method": "ωB97M-V/def2-TZVPD", "species": ["Ta", "C", "C", "C", "C", "C", "H", "H", "H", "H", "H", "S", "As", "S", "S", "S", "C", "O", "C", "S", "S", "H", "H", "H", "O", "N"], "coordinates": [[0.56, -1.08, 0.25], [0.42, 2.35, 0.49], [-1.04, 2.46, 0.81], [-1.31, 1.88, 1.98], [-0.08, 1.28, 2.63], [1.04, 1.70, 1.70], [0.96, 3.03, -0.15], [-1.75, 2.92, 0.14], [-2.29, 1.79, 2.42], [0.06, 1.57, 3.67], [2.05, 1.87, 2.01], [2.28, -2.56, 4.58], [2.33, -1.28, 3.05], [0.22, -3.35, 0.92], [-0.25, -0.58, 2.59], [2.20, -2.74, 0.89], [-1.19, -1.40, -4.66], [-1.70, -1.08, -3.34], [-0.97, -1.19, -2.28], [0.65, -1.69, -2.26], [-1.68, -0.71, -0.80], [-1.60, -0.65, -5.32], [-1.56, -2.39, -4.92], [-0.10, -1.38, -4.67], [1.92, 0.30, -0.19], [0.85, 0.93, 0.48]], "gap_ev": 7.0, "multiplicity": 1, "e_above_lowest_ev": 0.196, "total_charge": 1, "homo_ev": -11.78}

---

Record 2
{"formula": "C7H8BFO2", "method": "ωB97M-V/def2-TZVPD", "species": ["O", "B", "C", "C", "C", "C", "C", "C", "F", "C", "O", "H", "H", "H", "H", "H", "H", "H", "H"], "coordinates": [[-3.00, 1.76, 0.12], [-2.08, 0.78, -0.13], [-0.57, 0.72, -0.48], [-0.27, -0.57, -0.66], [0.97, -1.27, -0.77], [2.08, -0.85, -0.07], [1.99, 0.29, 0.86], [1.58, 1.54, 0.59], [1.81, 2.00, -0.69], [-1.43, -1.38, -0.25], [-2.48, -0.52, 0.10], [-3.90, 1.44, 0.46], [0.09, 1.42, -0.90], [0.94, -2.17, -1.29], [3.07, -1.46, 0.07], [2.42, 0.19, 1.92], [1.53, 2.28, 1.33], [-1.65, -2.25, -0.96], [-1.11, -1.94, 0.76]], "gap_ev": 9.7, "multiplicity": 1, "e_above_lowest_ev": 3.412, "homo_ev": -9.12, "smiles": "OB1C=C(/C=C\\C=C/F)CO1"}

---

> Which value of multiplicity does entry 1 give?

1

---

> multiplicity of number 2 (C7H8BFO2)?

1